Computed, not measured: a cluster of 2 separate species, C33H34N4O3 in total, with wB97M-V/def2-TZVPD.

The value obtained for the energy relative to the best compared isomer or geometry (same formula, charge and spin) is 73.8 kcal per mole. For the HOMO energy, the calculation gives -6.78 eV. The HOMO-LUMO gap is 4.29 eV. As for the LUMO energy: -2.49 eV. Its multiplicity is 1.

Structure (XYZ):
```
74
Properties=species:S:1:pos:R:3:mulliken_charge:R:1
C -3.70 -0.15 2.37 -0.5213
C -2.73 0.57 3.07 -0.3540
C -1.52 -0.04 3.42 0.0771
C -1.27 -1.36 3.03 0.3204
C 0.11 -1.93 3.26 -1.2165
C 1.19 -1.36 2.34 0.5450
C 2.55 -2.00 2.62 -0.5871
O 3.50 -0.95 2.49 -0.4290
C 2.81 0.23 2.39 0.3488
O 3.46 1.29 2.30 -0.7789
N 1.45 0.06 2.45 -0.3386
C -2.27 -2.11 2.41 -0.5847
C -3.48 -1.50 2.06 -0.4477
H -4.63 0.34 2.07 0.3533
H -2.89 1.62 3.34 0.3740
H -0.75 0.49 3.97 0.0751
H 0.44 -1.76 4.30 0.3940
H 0.08 -3.01 3.07 0.3211
H 0.93 -1.65 1.30 0.1128
H 2.58 -2.41 3.64 0.3532
H 2.78 -2.80 1.90 0.2964
H -2.09 -3.17 2.18 0.2976
H -4.25 -2.08 1.54 0.3550
C 7.42 2.87 -1.19 -0.9804
N 6.25 3.70 -1.29 0.2778
C 6.08 4.56 -2.34 0.3659
O 6.89 4.75 -3.24 -0.7052
C 4.72 5.23 -2.14 0.0358
C 3.78 5.04 -3.34 -0.6281
C 4.37 5.59 -4.63 0.5069
C 4.58 4.72 -5.71 -0.3621
C 5.18 5.19 -6.87 -0.5721
C 5.57 6.53 -6.98 -0.4439
C 5.32 7.40 -5.91 -0.6703
C 4.72 6.94 -4.74 -0.2405
N 4.21 4.60 -0.92 0.6008
C 3.02 4.92 -0.38 0.3733
C 2.46 4.31 0.75 0.9568
C 1.24 4.69 1.28 -0.9076
C 0.68 4.26 2.52 0.8128
C -0.45 4.92 3.09 -0.7111
C -0.99 4.52 4.30 -0.8890
C -0.44 3.42 4.97 0.8690
C -0.97 2.94 6.22 -0.0564
N -1.35 2.50 7.24 -0.5319
C 0.67 2.75 4.44 -0.4913
C 1.24 3.17 3.25 0.1566
C 5.13 3.60 -0.35 0.0257
C 4.55 2.19 -0.40 -1.6922
C 5.60 3.96 1.06 -1.5866
H 8.07 3.05 -2.05 0.3646
H 7.97 3.10 -0.27 0.3012
H 7.14 1.81 -1.16 0.3344
H 4.88 6.31 -1.96 0.2389
H 3.58 3.96 -3.45 0.3557
H 2.84 5.56 -3.10 0.4102
H 4.29 3.67 -5.59 0.3138
H 5.36 4.50 -7.70 0.3572
H 6.07 6.89 -7.88 0.3724
H 5.61 8.45 -5.99 0.3674
H 4.54 7.61 -3.90 0.3287
H 2.46 5.71 -0.90 0.4433
H 2.98 3.48 1.25 -0.8364
H 0.69 5.46 0.72 0.3541
H -0.87 5.77 2.55 0.3801
H -1.85 5.04 4.73 0.4727
H 1.10 1.90 4.98 0.3359
H 2.11 2.63 2.86 0.0382
H 4.37 1.90 -1.44 0.3031
H 5.27 1.49 0.06 0.5377
H 3.62 2.12 0.16 0.4683
H 6.26 4.83 1.02 0.4192
H 4.75 4.18 1.71 0.4313
H 6.15 3.11 1.49 0.4296
```

---

Computed, not measured: a cluster of 2 separate species, C33H34NO3 in total, with wB97M-V/def2-TZVPD.

The value obtained for the energy relative to the best compared isomer or geometry (same formula, charge and spin) is 22.4 kcal per mole. For the HOMO energy, the calculation gives -10.81 eV. The HOMO-LUMO gap is 5.68 eV. As for the LUMO energy: -5.13 eV. Its multiplicity is 1. The total charge is +1.

Structure (XYZ):
```
71
Properties=species:S:1:pos:R:3:mulliken_charge:R:1
C 5.31 2.81 0.38 -0.8309
O 5.21 1.38 0.52 -0.3939
C 3.98 0.85 0.77 0.8675
C 3.93 -0.55 1.02 -0.9709
C 2.74 -1.13 1.40 -0.7793
C 1.54 -0.39 1.64 0.9265
C 0.36 -0.94 2.22 0.5511
C -0.85 -0.18 2.27 -0.0439
C -2.08 -0.66 1.74 -0.5997
C -3.11 0.24 1.52 0.9323
C -3.01 1.59 1.91 0.2620
O -4.00 2.39 1.44 -0.4756
C -4.81 1.56 0.52 -0.3961
C -4.37 0.11 0.72 -0.6592
C -1.89 2.04 2.63 -1.1290
C -0.84 1.17 2.79 -0.8814
C 1.60 0.97 1.17 -0.7488
C 2.79 1.60 0.83 -0.7984
H 6.37 3.01 0.45 0.2514
H 4.94 3.12 -0.61 0.3545
H 4.78 3.34 1.20 0.3591
H 4.85 -1.12 0.90 0.4632
H 2.74 -2.21 1.52 1.0757
H 0.32 -1.97 2.54 -0.0345
H -2.19 -1.70 1.38 0.4566
H -5.88 1.73 0.73 0.2912
H -4.59 1.89 -0.51 0.2804
H -4.18 -0.41 -0.23 0.3571
H -5.13 -0.44 1.29 0.2366
H -1.83 3.07 2.99 0.4358
H 0.07 1.52 3.26 0.7491
H 0.70 1.57 1.10 0.5234
H 2.80 2.67 0.62 0.4299
O -0.56 -5.35 2.09 -0.6553
C 0.12 -5.64 3.30 3.3956
C -0.16 -7.12 3.57 -0.6978
C -0.49 -7.98 2.53 -0.3731
C -0.55 -9.37 2.77 -0.7045
C -0.31 -9.88 4.04 -0.4887
C 0.00 -9.01 5.09 -0.8015
C 0.03 -7.63 4.87 0.0013
C 1.64 -5.41 3.20 -1.1753
C 2.12 -4.15 2.87 -0.1080
C 3.42 -3.78 3.23 -0.5661
C 4.33 -4.78 3.60 -0.8675
C 3.89 -6.10 3.78 -0.7791
C 2.55 -6.43 3.52 -0.2111
C -0.38 -4.72 4.44 -1.3323
C -1.78 -5.07 4.96 -0.6212
C -2.33 -3.75 5.50 -0.7780
C -1.48 -2.65 4.86 -0.5658
N -0.41 -3.31 4.09 0.0853
H -0.81 -4.41 2.05 0.2618
H -0.66 -7.58 1.53 0.4282
H -0.78 -10.03 1.94 0.4112
H -0.37 -10.95 4.23 0.4045
H 0.20 -9.39 6.09 0.3918
H 0.26 -6.95 5.69 0.2967
H 1.47 -3.47 2.32 0.7043
H 3.73 -2.73 3.23 0.5105
H 5.38 -4.53 3.72 0.3924
H 4.56 -6.88 4.13 0.4059
H 2.21 -7.46 3.61 0.3447
H 0.33 -4.83 5.29 0.4157
H -2.42 -5.47 4.16 0.4062
H -1.70 -5.85 5.73 0.3953
H -3.40 -3.65 5.30 0.3776
H -2.18 -3.72 6.59 0.2408
H -2.10 -2.06 4.17 0.0529
H -1.08 -1.96 5.61 0.3446
H 0.48 -2.86 4.31 0.3964
```

---

Computed, not measured: a structure of composition C33H35AuClN6O7S2, with wB97M-V/def2-TZVPD.

For the HOMO energy (alpha / beta), the calculation gives -10.64 / -10.63 eV. The HOMO-LUMO gap (alpha / beta) is 3.53 / 3.52 eV. As for the LUMO energy (alpha / beta): -7.10 / -7.11 eV. Its multiplicity is 1. The total charge is +1.

Structure (XYZ):
```
85
Properties=species:S:1:pos:R:3:mulliken_charge:R:1
Au 2.40 0.09 0.02 0.2430
O 2.47 -0.28 4.90 -0.3773
C 2.47 1.01 5.24 0.7109
C 2.48 1.40 6.57 -0.8448
C 2.48 2.73 6.92 -0.5390
C 2.49 3.71 5.93 -0.8329
C 2.48 3.34 4.60 -0.1473
C 2.46 2.00 4.22 0.0252
C 2.41 1.60 2.81 0.7726
O 2.21 0.44 2.44 -0.5613
N 2.55 2.64 1.93 -0.4374
N 2.57 2.38 0.68 0.6338
C 2.62 3.18 -0.33 0.0279
S 2.61 2.47 -1.92 0.2357
C 3.00 4.04 -2.78 -0.7366
C 2.29 5.14 -2.04 -0.5776
S 2.61 4.92 -0.25 0.0773
H 2.51 -0.83 5.70 0.3341
H 2.49 0.64 7.34 0.3366
H 2.48 3.01 7.96 0.4188
H 2.49 4.75 6.20 0.4119
H 2.49 4.09 3.82 0.4768
H 2.65 3.95 -3.81 0.4448
H 4.09 4.15 -2.79 0.4525
H 1.21 5.12 -2.19 0.2953
H 2.67 6.12 -2.32 0.4542
O 6.33 -0.64 0.71 -0.6314
C 5.20 -0.94 0.40 0.2434
O 4.38 -0.18 -0.22 -0.7475
C 4.76 -2.38 0.68 0.6685
C 5.76 -3.35 0.79 -0.5420
C 5.42 -4.67 1.01 -0.5051
C 4.08 -5.02 1.11 -0.0289
C 3.08 -4.07 1.04 -0.8396
C 3.43 -2.75 0.83 0.4018
N 3.70 -6.41 1.28 1.0054
O 2.51 -6.65 1.29 -0.6198
O 4.58 -7.23 1.40 -0.6062
H 6.79 -3.05 0.69 0.5081
H 6.18 -5.43 1.10 0.4875
H 2.05 -4.37 1.14 0.4895
H 2.66 -1.99 0.79 -0.0604
C -5.43 -2.67 -0.22 -1.8992
C -5.28 -1.23 -0.74 1.4659
C -5.84 -0.27 0.32 -1.8122
C -6.16 -1.09 -1.99 -1.7702
C -3.78 -0.86 -1.06 2.0248
O -3.66 0.51 -1.35 -0.6957
C -3.25 -1.70 -2.25 -1.3494
C -1.92 -1.26 -2.87 -1.2740
C -1.91 0.10 -3.51 0.1459
C -2.76 0.38 -4.58 -0.1290
C -2.70 1.59 -5.25 -0.9122
C -1.77 2.54 -4.85 0.2839
Cl -1.63 4.03 -5.71 -0.2368
C -0.92 2.28 -3.78 -1.0090
C -0.99 1.07 -3.13 0.6907
C -2.92 -1.10 0.22 -1.7166
N -1.71 -0.34 0.22 1.0313
C -0.47 -0.78 0.01 0.0119
N 0.37 0.25 0.08 -0.1436
C -0.44 1.31 0.36 -0.5851
N -1.69 0.96 0.46 -0.9803
H -6.49 -2.88 -0.08 0.5037
H -4.94 -2.82 0.73 0.3592
H -5.05 -3.39 -0.94 0.3586
H -6.93 -0.34 0.33 0.5038
H -5.57 0.76 0.10 0.3437
H -5.50 -0.51 1.32 0.4124
H -7.20 -1.21 -1.70 0.5281
H -5.95 -1.87 -2.72 0.3954
H -6.06 -0.12 -2.46 0.3769
H -4.34 0.76 -1.98 0.6350
H -4.00 -1.67 -3.04 0.2980
H -3.16 -2.74 -1.93 0.4837
H -1.69 -1.99 -3.66 0.5785
H -1.11 -1.32 -2.14 0.3246
H -3.47 -0.36 -4.92 0.4372
H -3.34 1.79 -6.09 0.4400
H -0.20 3.02 -3.48 0.4003
H -0.30 0.87 -2.32 0.1132
H -2.68 -2.15 0.31 0.2926
H -3.49 -0.75 1.08 0.3155
H -0.18 -1.79 -0.17 0.7344
H -0.09 2.31 0.50 0.5034
```

---

Calculated E in order - -46874.12270, -42397.03605, -95934.77918 eV